75
Properties=species:S:1:pos:R:3:forces:R:3:mulliken_spin:R:1 method="wB97M-V/def2-TZVPD" e_lumo_ev="-3.4 / -3.4" de_lowest_kcal_mol=0.0 e_tot_ev=-98638.896 total_charge=+1 multiplicity=3
V 13.222953 14.140624 8.348918 0.21 0.93 -0.78 2.284
C 23.503247 14.306320 17.385303 0.03 0.35 -0.77 0.000
O 22.092686 14.282172 17.616830 -0.07 -0.06 -0.12 0.000
C 21.222749 14.316776 16.574344 0.04 0.03 -0.26 0.000
C 19.853220 14.328146 16.912783 0.32 0.02 -0.27 0.001
C 18.881576 14.361141 15.929785 0.87 0.01 -0.37 -0.002
C 19.285620 14.362230 14.578280 1.33 0.33 1.03 0.000
C 20.652417 14.414226 14.239985 -0.89 -0.24 0.21 0.000
C 21.614567 14.362417 15.219444 0.18 -0.08 1.05 0.001
C 18.296713 14.357294 13.571612 -2.18 0.15 -1.81 -0.002
N 16.981699 14.393587 13.777797 0.26 -0.05 -0.07 -0.001
C 16.382456 14.363096 12.552738 1.68 0.04 -0.53 0.004
C 17.374621 14.316675 11.531220 -0.49 -0.02 1.45 0.005
N 18.565280 14.317580 12.217609 0.30 -0.04 0.37 0.000
C 17.121088 14.231215 10.142008 -1.01 -0.10 -0.38 -0.017
C 18.053282 14.174116 9.084466 -0.64 -0.05 -0.08 0.016
C 17.618754 14.058732 7.773732 0.43 -0.12 0.51 -0.005
C 16.257281 14.020945 7.528503 -0.94 0.17 0.39 0.035
N 15.347884 14.084071 8.510609 0.17 -0.23 0.42 -0.030
C 15.733191 14.175850 9.807917 0.45 0.17 0.10 0.035
C 14.689046 14.293485 10.849396 -0.51 0.17 0.41 0.034
N 13.393099 14.360896 10.421808 0.22 -0.16 0.48 -0.113
C 12.388519 14.511005 11.300759 0.62 -0.33 -0.53 0.060
C 12.594826 14.535988 12.673043 1.40 0.38 0.06 -0.003
C 13.912099 14.508983 13.149958 -0.72 -0.29 -0.41 0.031
C 14.987321 14.391387 12.248254 -0.26 -0.10 -1.39 -0.009
H 23.994406 14.293618 18.355102 -0.22 -0.06 0.00 0.000
H 23.805544 15.232188 16.850949 -0.23 -0.43 0.28 0.000
H 23.837679 13.440820 16.790482 -0.19 0.18 0.23 0.000
H 19.588129 14.309885 17.956388 -0.02 0.04 0.17 0.000
H 17.824737 14.421461 16.163657 0.15 -0.17 0.02 0.000
H 20.961507 14.490326 13.200923 0.04 -0.08 0.17 0.000
H 22.663105 14.328487 14.968300 0.04 0.14 -0.09 0.000
H 19.504495 14.258796 11.840960 -0.49 0.02 -0.04 0.000
H 19.103837 14.226612 9.286965 0.40 -0.02 0.12 0.001
H 18.330299 13.965696 6.958927 -0.15 0.16 0.12 0.000
H 15.843412 13.993379 6.521090 0.20 -0.08 0.15 0.007
H 11.393774 14.578529 10.873902 0.00 0.05 -0.02 -0.006
H 11.764344 14.658987 13.345243 -0.13 -0.07 0.11 0.000
H 14.077234 14.541794 14.217509 0.26 0.07 -0.01 0.001
C 9.021736 17.247686 9.956383 0.32 -0.52 -0.17 0.001
C 10.118914 17.961363 9.464124 -0.24 -0.02 0.03 -0.021
C 11.009929 17.390498 8.578431 0.30 -0.96 0.20 0.000
C 10.925626 16.008175 8.253271 -1.83 0.55 -0.35 -0.034
C 11.832609 15.319469 7.342990 -0.20 0.76 0.12 0.052
C 11.540866 13.994799 6.898240 0.77 -0.21 -0.56 -0.180
C 10.383950 13.325946 7.366470 -1.11 0.38 0.41 0.075
C 9.499343 13.948104 8.211497 0.66 -0.75 -0.33 -0.106
C 9.736170 15.289143 8.673506 0.50 0.95 0.61 -0.053
C 8.826904 15.932821 9.568419 0.57 0.04 -0.56 -0.025
H 8.322246 17.726075 10.626902 0.00 0.00 0.05 -0.001
H 10.243555 18.979818 9.796859 0.09 0.19 -0.20 -0.002
H 11.804909 17.985510 8.146454 0.01 0.01 0.15 0.004
H 12.035770 13.662629 5.977251 -0.23 -0.18 0.36 -0.003
H 10.201734 12.309813 7.026749 -0.07 0.16 -0.01 -0.002
H 8.607537 13.426683 8.541504 0.07 0.06 0.02 -0.002
H 7.952390 15.403190 9.933891 0.10 -0.10 -0.17 0.000
S 13.212954 16.144185 6.556271 0.43 0.48 2.34 -0.013
C 14.065612 16.632587 8.172092 -0.79 -0.20 -1.98 -0.038
N 14.539501 17.098594 9.114698 -0.01 -0.11 -0.03 0.015
N 14.245299 7.365026 7.756981 -0.32 -0.41 0.59 0.000
C 13.317138 7.936159 8.561464 -0.57 -1.11 0.26 -0.003
S 12.265464 7.085074 9.538836 0.79 0.14 -0.78 0.001
C 13.234806 9.403150 8.465759 -0.06 0.80 0.50 0.002
C 13.886247 10.115470 7.437112 -0.71 0.02 0.77 0.004
C 13.749919 11.487846 7.440011 -0.46 -0.16 0.88 0.039
N 13.060161 12.122053 8.417104 0.46 -0.25 -0.54 -0.084
C 12.414206 11.447319 9.376748 0.17 0.27 -0.43 0.041
C 12.483546 10.084246 9.452544 0.72 -0.48 -1.24 0.011
H 14.366358 6.356465 7.828236 0.00 0.49 -0.03 0.000
H 15.028433 7.921390 7.463439 0.12 -0.19 -0.12 0.000
H 14.423318 9.605167 6.654376 -0.01 0.11 -0.14 -0.001
H 14.165503 12.131377 6.671000 0.06 -0.17 0.02 0.007
H 11.817967 12.058810 10.039941 0.07 -0.13 0.20 -0.008
H 11.973918 9.501059 10.193725 -0.13 -0.03 0.25 0.000

---

12
Properties=species:S:1:pos:R:3:forces:R:3:lowdin_charge:R:1 method="wB97M-V/def2-TZVPD" e_lumo_ev=3.8 de_lowest_kcal_mol=31.7 e_tot_ev=-21180.884 total_charge=-1 multiplicity=1
C -0.835008 0.242587 0.016528 2.58 -0.21 1.31 -0.300
C 0.322906 -0.694220 0.327918 1.19 -1.19 1.23 -0.502
O 0.870485 1.841532 -1.172307 -0.61 -0.36 0.12 -0.576
O -0.423357 0.117103 -2.474313 0.05 0.17 0.05 -0.565
O 0.121590 -1.692390 1.368355 -2.39 2.87 2.36 -0.092
O 1.435971 0.092704 0.805542 -1.34 -0.30 -1.21 -0.066
S -0.494621 1.227166 -1.473227 0.60 0.79 -0.59 0.658
H -0.853335 0.806669 0.952845 -0.93 0.50 -0.26 0.098
H -1.669579 -0.281508 -0.301328 -1.94 -1.02 0.06 0.050
H 0.508106 -1.441703 -0.438234 0.68 0.82 -0.97 0.133
H -0.318940 -1.129109 2.140302 1.47 -1.93 -2.08 0.131
H 1.335781 0.911168 0.247919 0.64 -0.14 -0.02 0.031

---

13
Properties=species:S:1:pos:R:3:forces:R:3:lowdin_charge:R:1 method="wB97M-V/def2-TZVPD" e_lumo_ev=-4.0 e_tot_ev=-17781.379 total_charge=+1 multiplicity=1
B 2.033937 0.353098 0.383566 -0.20 -0.22 0.30 0.044
C 0.675748 0.746379 -0.309990 -0.05 0.37 -0.48 -0.224
P -0.857955 -0.093696 0.054544 1.74 7.29 3.56 0.199
O -0.947212 -0.704910 1.389705 0.51 1.47 1.00 -0.513
O -1.038743 -1.144603 -0.986244 1.13 3.24 -8.84 -0.531
O -2.063173 0.874914 -0.307043 0.45 -0.79 -0.35 -0.056
H 3.030638 0.394053 -0.251561 0.04 0.06 0.01 0.035
H 2.039930 0.032503 1.532400 0.01 0.05 -0.16 0.040
H 0.770431 0.810766 -1.411852 -0.17 0.15 0.48 0.101
H 0.522824 1.789252 0.060254 0.16 -0.36 -0.17 0.122
H -0.431513 -1.841914 -0.804480 2.78 1.15 -2.55 -0.115
H -2.156512 1.540953 0.374244 -0.38 0.50 0.31 0.107
Cs -1.578400 -2.756794 0.276457 -6.01 -12.92 6.90 1.791

---

88
Properties=species:S:1:pos:R:3:forces:R:3:lowdin_charge:R:1 method="wB97M-V/def2-TZVPD" e_lumo_ev=2.0 e_tot_ev=-67339.232 total_charge=-1 multiplicity=1
C 7.400409 -2.988484 0.409252 0.28 -0.06 -0.07 -0.141
C 7.660254 -1.709834 -0.423761 0.02 0.27 -0.02 -0.245
B 6.272759 -0.966545 -0.666035 0.05 0.08 -0.05 -0.551
O 5.882981 -1.012148 -2.008527 -0.05 -0.67 0.06 0.018
Al 5.107307 0.085542 0.852169 0.19 -0.13 0.08 0.321
C 4.169384 1.688731 0.018349 -0.31 -0.14 0.10 -0.321
C 2.848054 2.018330 0.755063 0.03 -0.04 -0.12 -0.392
C 1.648226 1.578197 -0.084787 0.11 0.18 0.13 -0.485
S 0.222085 1.412182 1.040489 -0.04 -0.12 0.25 0.857
C -1.110815 1.007097 -0.091123 -0.07 -0.11 -0.22 -1.088
S -1.678011 2.079421 -1.155812 0.15 -0.05 -0.12 0.774
N -1.620792 -0.324074 -0.023531 0.15 0.03 0.44 -0.236
C -0.694692 -1.235487 -0.721049 -0.15 0.00 -0.36 -0.243
C -1.117268 -2.693309 -0.601504 0.21 -0.01 0.11 -0.071
C -1.909127 -0.736454 1.370101 -0.01 0.20 0.05 -0.262
C -3.336714 -1.285001 1.514248 -0.06 0.07 0.02 -0.074
H 7.981744 -3.832312 0.025074 -0.06 0.02 0.01 0.056
H 6.348253 -3.286382 0.399976 0.03 0.01 0.04 0.059
H 7.702467 -2.854458 1.449779 -0.19 0.04 0.00 0.064
H 8.139584 -1.957542 -1.380286 -0.02 -0.02 0.06 0.077
H 8.332948 -1.046209 0.130379 0.05 -0.11 -0.05 0.077
H 4.929122 -0.935050 -2.075838 -0.01 0.54 -0.06 0.055
H 6.100996 0.580005 2.061449 -0.08 0.00 0.01 -0.111
H 3.939082 -0.902179 1.482022 -0.11 0.08 -0.05 -0.092
H 3.931274 1.425481 -1.023529 0.06 0.19 -0.01 0.031
H 4.805226 2.578868 -0.018205 0.06 -0.11 -0.04 0.035
H 2.792720 1.483063 1.711980 0.05 0.07 -0.01 0.052
H 2.752027 3.084325 0.986853 -0.06 -0.03 -0.02 0.095
H 1.408915 2.299173 -0.866704 0.02 -0.08 -0.02 0.071
H 1.861324 0.598068 -0.513633 -0.08 0.04 -0.04 0.065
H 0.340210 -1.101075 -0.372980 -0.08 -0.11 0.15 0.104
H -0.711819 -0.946904 -1.776044 0.02 0.03 0.05 0.114
H -2.184265 -2.808494 -0.797323 0.05 -0.03 -0.07 0.076
H -0.893040 -3.104469 0.386017 -0.15 0.11 -0.08 0.045
H -0.545698 -3.289750 -1.315952 -0.10 0.02 -0.03 0.078
H -1.169758 -1.450277 1.741912 -0.04 0.06 -0.06 0.086
H -1.806018 0.147890 2.002443 -0.02 -0.09 0.04 0.082
H -3.780072 -1.435522 0.529533 0.05 -0.11 0.05 0.066
H -3.358219 -2.222801 2.072524 0.03 -0.01 -0.06 0.067
H -3.978027 -0.576952 2.044307 0.03 -0.02 -0.03 0.064
C 1.107965 -1.664785 3.399020 0.02 0.06 -0.04 -0.109
O 0.220274 -2.775239 3.348331 0.01 0.02 0.05 -0.216
C 0.733056 -3.906964 2.663897 -0.02 -0.09 -0.07 -0.221
C 0.994998 -5.049212 3.622790 0.04 0.00 0.04 -0.219
N 2.112208 -4.758817 4.504420 -0.16 0.04 0.10 -0.045
C 2.281773 -5.685081 5.612417 0.12 0.04 -0.03 -0.205
C 1.157839 -5.806976 6.636180 -0.01 -0.13 0.04 -0.234
O 0.973570 -4.663605 7.448146 0.02 0.04 -0.02 -0.182
C 0.195132 -3.628758 6.878091 -0.03 0.00 0.06 -0.101
H 0.542274 -0.817173 3.782101 -0.03 -0.01 0.00 0.085
H 1.962076 -1.849434 4.058885 0.03 -0.01 -0.04 0.081
H 1.494801 -1.407222 2.410345 0.03 0.01 0.00 0.059
H 1.638751 -3.646294 2.107672 0.02 0.00 0.04 0.133
H -0.028242 -4.235321 1.948248 0.05 0.01 0.01 0.103
H 1.230225 -5.950281 3.045299 -0.02 -0.01 0.01 0.122
H 0.054480 -5.237580 4.162514 0.00 -0.04 -0.04 0.104
H 2.019316 -3.818142 4.863317 0.05 0.03 -0.04 0.075
H 3.186138 -5.392124 6.151657 0.01 -0.03 -0.01 0.120
H 2.469020 -6.683055 5.198683 -0.02 0.00 0.00 0.116
H 1.427752 -6.614002 7.322750 -0.01 0.01 0.01 0.117
H 0.206500 -6.090781 6.167424 0.01 0.06 -0.03 0.108
H -0.584639 -4.028071 6.222616 0.00 0.01 -0.01 0.087
H 0.797562 -2.917876 6.306754 -0.01 -0.02 -0.03 0.075
H -0.276919 -3.088652 7.698909 0.00 0.00 0.00 0.085
C -4.421634 7.667552 -6.410216 -0.01 0.04 0.00 -0.120
O -5.486889 6.993282 -5.778317 0.05 -0.01 0.02 -0.193
C -6.024189 5.900052 -6.510029 -0.11 -0.01 -0.06 -0.221
C -5.687606 4.574014 -5.865175 0.07 -0.02 0.04 -0.224
N -4.269575 4.277120 -5.973366 0.00 0.12 0.08 -0.052
C -3.817755 3.127380 -5.195382 0.06 -0.04 -0.12 -0.197
C -3.970082 3.164253 -3.680546 -0.03 -0.12 0.07 -0.246
O -3.130963 4.100517 -3.032982 -0.04 0.06 -0.14 -0.240
C -3.608169 5.426580 -2.987898 0.05 0.00 0.11 -0.100
H -4.236244 8.577249 -5.841698 0.01 0.00 0.01 0.088
H -3.500138 7.075150 -6.429998 -0.01 -0.01 -0.03 0.079
H -4.677608 7.941173 -7.439394 0.01 0.01 0.00 0.086
H -5.668910 5.922671 -7.545581 0.03 -0.03 0.01 0.120
H -7.111323 6.018858 -6.520199 0.00 0.02 -0.01 0.119
H -6.251244 3.788013 -6.379407 0.00 -0.02 0.03 0.123
H -6.043889 4.610292 -4.825858 -0.05 -0.01 -0.03 0.107
H -3.739819 5.091536 -5.692199 0.01 -0.01 0.02 0.070
H -2.757036 2.982485 -5.412553 -0.01 -0.03 -0.01 0.122
H -4.340705 2.239063 -5.567056 -0.02 0.01 0.01 0.117
H -3.664931 2.187775 -3.298558 0.00 0.01 0.03 0.084
H -5.012227 3.316230 -3.369021 0.00 0.07 -0.05 0.113
H -4.699748 5.460665 -2.910007 0.00 0.01 -0.01 0.088
H -3.300405 6.013951 -3.859667 -0.05 -0.01 -0.02 0.072
H -3.177805 5.894899 -2.102647 -0.01 0.00 0.00 0.090

---

no.,molecular weight (g/mol)
1,700.7
2,125.1
3,240.7
4,542.6